Record 1
{"formula": "C10H38B2In2O9", "method": "the ωB97M-V functional and the def2-TZVPD basis", "e_tot_ha": -1508.7429, "de_lowest_kj_mol": 185.1, "charge": 4, "gap_ev": 2.6, "species": ["In", "In", "B", "H", "H", "H", "H", "B", "H", "H", "H", "H", "C", "C", "O", "H", "H", "H", "H", "H", "H", "C", "C", "O", "O", "H", "H", "H", "H", "H", "H", "C", "C", "O", "O", "H", "H", "H", "H", "H", "H", "C", "C", "O", "O", "H", "H", "H", "H", "H", "H", "C", "C", "O", "O", "H", "H", "H", "H", "H", "H"], "xyz": [[1.7194, 2.4897, -1.4744], [-0.7270, 1.6338, 3.1968], [1.3269, 3.1959, 1.5094], [1.3020, 1.9938, 1.6851], [2.4567, 3.5418, 1.2800], [0.6657, 3.4567, 0.4857], [0.8990, 3.8859, 2.3985], [0.3752, 0.2689, 0.1481], [1.5420, 0.4336, 0.4256], [0.3976, 0.0807, -1.0370], [-0.1026, -0.6862, 0.6741], [-0.2051, 1.2421, 0.5269], [-2.2535, -3.5735, -1.3670], [-0.7641, -3.3457, -1.6710], [-0.1393, -2.7586, -0.5553], [-2.3246, -4.0221, -0.3740], [-2.6721, -4.2369, -2.1210], [-2.7341, -2.6002, -1.2431], [-0.4996, -2.7403, -2.5436], [-0.2824, -4.2988, -1.9422], [-0.0340, -1.7893, -0.6265], [-1.8698, 1.9670, -2.6386], [-1.0488, 1.4515, -3.8135], [0.1909, 0.8883, -3.3530], [-1.1205, 3.0809, -2.1506], [-2.0554, 1.2773, -1.8151], [-2.8024, 2.2352, -3.1437], [-0.7332, 2.3185, -4.3928], [-1.5541, 0.7418, -4.4669], [0.1679, -0.0513, -3.5571], [-1.7444, 3.8025, -2.0062], [4.1470, -0.2480, -0.4246], [3.4549, -0.5087, -1.7376], [3.6237, 0.4878, -2.7069], [4.1924, 1.1771, -0.1807], [5.1550, -0.6823, -0.3630], [3.6106, -0.7270, 0.4057], [2.3994, -0.7285, -1.5325], [3.7291, -1.4824, -2.1568], [4.2392, 0.1987, -3.3931], [4.6362, 1.0983, 0.6788], [-3.8480, 1.3364, 0.8711], [-3.1855, -0.0152, 0.8744], [-2.8399, -0.3309, 2.2148], [-2.8374, 2.3256, 1.1348], [-4.7099, 1.3852, 1.5355], [-4.2162, 1.4510, -0.1570], [-2.3290, -0.0631, 0.1950], [-3.8027, -0.8173, 0.4582], [-3.3732, -1.0573, 2.5570], [-3.1673, 3.1122, 0.6835], [0.5730, -2.1371, 3.8546], [1.6413, -1.4565, 2.9970], [1.8168, -0.1285, 3.3850], [-0.6127, -1.3433, 3.7957], [0.8198, -2.1442, 4.9293], [0.3212, -3.1287, 3.4822], [1.2606, -1.5416, 1.9564], [2.5649, -2.0317, 3.0740], [2.7541, 0.0077, 3.5790], [-1.3937, -1.8903, 3.9528]], "nbo_charge": [1.765, 1.427, -0.655, 0.036, 0.106, 0.039, 0.134, -0.821, 0.043, 0.044, 0.082, 0.019, -0.580, -0.075, -0.533, 0.243, 0.285, 0.210, 0.178, 0.272, 0.512, -0.113, -0.100, -0.751, -0.754, 0.176, 0.235, 0.222, 0.232, 0.512, 0.523, -0.116, -0.122, -0.707, -0.638, 0.247, 0.181, 0.173, 0.238, 0.540, 0.513, -0.106, -0.094, -0.727, -0.748, 0.229, 0.209, 0.179, 0.220, 0.517, 0.513, -0.090, -0.095, -0.649, -0.639, 0.283, 0.234, 0.254, 0.241, 0.525, 0.524]}

=====

Record 2
{"formula": "C3H2FO2Tl", "method": "the ωB97M-V functional and the def2-TZVPD basis", "e_tot_ha": -538.1883, "multiplicity": 2, "s2": 0.753, "de_lowest_kj_mol": 223.3, "charge": -1, "gap_ev": [4.5, 7.0], "species": ["C", "O", "C", "C", "O", "Tl", "H", "H", "F"], "xyz": [[-0.0962, 1.0136, -0.1573], [0.2624, -0.6076, 1.2924], [0.4627, -0.9104, -0.0881], [-0.0577, 0.7398, 1.1871], [-0.1677, -1.9129, -0.4740], [-0.1549, -3.4091, -2.4006], [-0.9805, 1.0143, -0.7990], [0.3281, 1.3957, 1.9694], [0.4039, 2.6767, -0.5298]], "nbo_charge": [0.065, -0.516, 0.537, -0.092, -0.765, -0.042, 0.196, 0.191, -0.575]}

=====

Record 3
{"formula": "C5H13NO2", "method": "the ωB97M-V functional and the def2-TZVPD basis", "e_tot_ha": -403.4759, "multiplicity": 2, "s2": 0.754, "de_lowest_kj_mol": 173.1, "charge": -1, "gap_ev": [3.3, 6.8], "species": ["C", "N", "C", "C", "C", "O", "C", "H", "H", "H", "H", "H", "H", "H", "H", "H", "H", "H", "H", "H", "O"], "xyz": [[0.0586, 0.8862, 1.7361], [0.4519, 0.1624, 0.5506], [0.5297, -1.2889, 0.5570], [1.6171, -1.7522, -0.4297], [1.2777, -1.3001, -1.8494], [0.1008, -1.5762, -2.3081], [-0.7586, 2.1478, 1.4266], [-0.5336, 0.2921, 2.4387], [0.9571, 1.1730, 2.2893], [-0.0034, 0.5192, -0.2582], [-0.4519, -1.7236, 0.3637], [0.7853, -1.6643, 1.5566], [2.5674, -1.4306, -0.0120], [1.5597, -2.8616, -0.4669], [2.0970, -0.7651, -2.3625], [-0.9595, 2.2776, 0.3578], [-1.7877, 2.0504, 1.8119], [-0.3898, 3.0410, 1.9262], [-2.2795, 1.0143, -1.7741], [-2.3311, -0.0689, -2.8549], [-2.5070, 0.8675, -2.6988]], "nbo_charge": [-0.201, -0.651, -0.216, -0.485, 0.012, -0.838, -0.618, 0.152, 0.157, 0.365, 0.170, 0.154, 0.179, 0.154, 0.069, 0.205, 0.193, 0.201, 0.464, 0.493, -0.962]}

=====

Record 4
{"formula": "C9H13N2O5S", "method": "the ωB97M-V functional and the def2-TZVPD basis", "e_tot_ha": -1234.4516, "charge": -1, "gap_ev": 2.8, "species": ["C", "C", "N", "C", "C", "C", "C", "N", "C", "C", "O", "C", "H", "H", "H", "H", "H", "H", "H", "H", "H", "H", "H", "H", "H", "O", "S", "O", "O", "O"], "xyz": [[3.8566, -1.3191, 0.2376], [4.3852, 0.0700, 0.4683], [3.8104, 1.3394, 0.2313], [2.5105, 1.1098, -0.2671], [1.7580, -0.1670, -0.5382], [0.2425, -0.1031, -1.0693], [-0.5847, -1.4495, -0.8535], [-0.8937, -1.6847, 0.5955], [-0.8555, -0.4662, 1.4681], [-0.9918, 0.9270, 0.7311], [-0.4961, 1.0268, -0.6177], [2.4436, -1.5142, -0.3074], [4.4999, -2.2231, 0.4857], [5.4421, 0.1255, 0.9141], [1.9181, 2.0730, -0.4691], [0.3366, 0.0187, -2.2109], [-1.5925, -1.2863, -1.3873], [-0.0905, -2.3210, -1.3868], [-1.7778, -2.2251, 0.6887], [-0.1585, -2.3297, 0.9515], [0.1610, -0.4785, 2.0088], [-1.6325, -0.6070, 2.3026], [-0.4048, 1.6947, 1.3609], [-2.0737, 1.2877, 0.7629], [1.9183, -2.4937, -0.5114], [-4.5971, 1.0233, 0.1549], [-4.3502, 2.2027, -0.7205], [-5.6284, 2.8850, -1.0099], [-3.7267, 1.7476, -1.9873], [-3.4281, 3.1371, -0.0256]], "nbo_charge": [-0.273, 0.009, -0.379, 0.027, -0.096, 0.068, -0.289, -0.514, -0.274, -0.138, -0.467, -0.225, 0.230, 0.200, 0.238, 0.242, 0.296, 0.221, 0.449, 0.423, 0.210, 0.258, 0.192, 0.338, 0.216, -1.156, 2.571, -1.102, -1.136, -1.136]}

=====

Record 5
{"formula": "C2H3BrSi", "method": "the ωB97M-V functional and the def2-TZVPD basis", "e_tot_ha": -2941.3763, "smiles": "[SiH3]C#CBr", "de_lowest_kj_mol": 225.9, "gap_ev": 9.5, "species": ["C", "C", "Si", "Br", "H", "H", "H"], "xyz": [[0.2971, 0.5805, -0.3236], [0.7237, 1.7740, 0.1526], [-0.4398, -1.0892, 0.0356], [1.5044, 3.3973, -0.0259], [-2.0311, -1.0205, 0.0861], [0.0423, -1.9246, 1.2216], [-0.0967, -1.7174, -1.1463]], "nbo_charge": [-0.461, -0.172, 0.855, 0.222, -0.135, -0.130, -0.178]}

=====

Record 6
{"formula": "C5H6NO2", "method": "the ωB97M-V functional and the def2-TZVPD basis", "e_tot_ha": -399.3180, "de_lowest_kj_mol": 93.8, "charge": -1, "gap_ev": 7.6, "species": ["C", "C", "C", "C", "C", "N", "O", "O", "H", "H", "H", "H", "H", "H"], "xyz": [[0.0170, -1.0123, 0.3093], [2.4098, 0.4146, -0.1336], [0.5913, -0.1660, -0.6468], [-0.3516, 0.4314, 0.3680], [-1.7538, 0.6818, -0.3525], [-0.1841, -2.1954, 0.7186], [3.2160, -0.1451, -0.8137], [2.4037, 1.1187, 0.8439], [0.3744, -0.1594, -1.7664], [0.1244, 0.8970, 1.1602], [-1.6306, 0.5804, -1.4420], [-2.0462, 1.6744, -0.0173], [-2.5288, 0.1003, 0.1139], [-0.6416, -2.2206, 1.6583]], "nbo_charge": [0.303, 0.901, -0.463, -0.335, -0.617, -0.719, -0.702, -0.719, 0.199, 0.238, 0.209, 0.198, 0.197, 0.310]}